Formula: C4H12N5O2
Source: the OMol25 dataset
Level of theory: ωB97M-V/def2-TZVPD

Structure (XYZ):
```
23
Properties=species:S:1:pos:R:3:lowdin_charge:R:1
C 0.35 0.48 1.40 0.00
C 0.93 -0.42 0.50 -0.38
C -1.03 0.78 1.37 -0.50
C 0.65 -1.74 -1.48 -0.49
N 0.45 -0.71 -0.66 0.17
N -1.59 1.46 2.37 0.15
N 0.41 -1.65 -2.76 0.16
N 1.07 -2.90 -0.97 0.20
N -0.86 2.47 -0.23 0.05
O 2.21 -0.84 0.79 0.06
O -1.79 0.14 0.48 0.05
H 1.00 0.96 2.11 0.12
H -0.64 3.46 0.06 0.09
H -0.88 1.83 3.02 0.13
H -2.68 1.63 2.55 0.21
H 0.69 -2.49 -3.32 0.14
H 0.85 -0.76 -3.13 0.17
H 1.42 -3.04 -0.03 0.14
H 1.03 -3.66 -1.63 0.12
H -0.06 2.13 -0.64 -0.01
H -1.67 2.58 -0.89 0.08
H 2.93 -0.24 0.54 0.13
H -2.78 0.55 0.54 0.21
```

Results
Net charge: +1
Relative energy (zero: lowest compared OMol25 entry of this formula, charge and spin): 2.0758 eV
Gap between HOMO and LUMO: 8.97 eV

***

Formula: C21H22GaN4O2Se
Source: the OMol25 dataset
Level of theory: ωB97M-V/def2-TZVPD

Structure (XYZ):
```
51
Properties=species:S:1:pos:R:3:lowdin_charge:R:1
Ga -0.10 0.56 -0.40 0.15
O 1.68 0.33 -0.76 -0.06
C 2.61 1.18 -1.17 -0.29
C 3.95 0.77 -1.08 0.00
C 4.97 1.60 -1.50 -0.05
C 4.70 2.85 -2.05 -0.08
C 3.39 3.26 -2.17 -0.03
C 2.33 2.46 -1.72 -0.13
C 1.00 2.96 -1.84 -0.03
N -0.04 2.39 -1.35 -0.04
C -1.39 2.87 -1.60 -0.18
C -2.11 1.72 -2.30 -0.16
N -1.78 0.48 -1.60 0.01
C -2.40 -0.60 -1.93 -0.03
C -2.11 -1.91 -1.45 -0.13
C -2.82 -3.00 -2.00 -0.03
C -2.50 -4.29 -1.68 -0.08
C -1.43 -4.54 -0.82 -0.05
C -0.73 -3.50 -0.25 0.00
C -1.06 -2.17 -0.53 -0.29
O -0.41 -1.21 0.10 -0.08
H 4.15 -0.21 -0.67 0.12
H 6.00 1.27 -1.41 0.11
H 5.50 3.48 -2.39 0.11
H 3.16 4.22 -2.61 0.12
H 0.86 3.89 -2.40 0.15
H -1.41 3.78 -2.20 0.13
H -1.87 3.06 -0.64 0.11
H -1.76 1.65 -3.33 0.14
H -3.19 1.90 -2.31 0.13
H -3.21 -0.53 -2.66 0.15
H -3.62 -2.79 -2.69 0.12
H -3.06 -5.12 -2.11 0.11
H -1.14 -5.56 -0.60 0.11
H 0.10 -3.69 0.42 0.12
C 1.88 -0.74 2.34 0.00
N 0.59 -0.79 3.02 -0.10
C 0.24 -1.73 3.95 -0.01
C -1.00 -1.42 4.39 -0.01
N -1.39 -0.29 3.72 -0.11
C -2.64 0.43 3.91 -0.02
C -0.41 0.09 2.88 -0.61
Se -0.50 1.61 1.78 0.91
H 2.65 -1.11 3.01 0.11
H 2.10 0.29 2.06 0.08
H 1.85 -1.34 1.43 0.09
H 0.89 -2.55 4.22 0.14
H -1.62 -1.90 5.13 0.13
H -3.19 -0.02 4.72 0.10
H -3.24 0.41 3.00 0.10
H -2.43 1.47 4.15 0.09
```

Results
Net charge: +1
Gap between HOMO and LUMO: 8.04 eV

***

Formula: C9H13FeN4O4S5
Source: the OMol25 dataset
Level of theory: ωB97M-V/def2-TZVPD

Structure (XYZ):
```
36
Properties=species:S:1:pos:R:3:lowdin_charge:R:1
Fe -0.80 0.34 0.26 0.44
N -1.93 1.43 1.55 -0.05
C -1.69 2.85 1.18 -0.13
C -1.49 2.94 -0.32 -0.51
O -1.84 3.90 -0.98 0.07
N -0.87 1.82 -0.79 -0.07
C -0.56 1.61 -2.19 -0.09
C -0.56 0.11 -2.42 -0.58
O -0.77 -0.40 -3.49 0.07
O -0.33 -0.58 -1.31 -0.13
H -2.89 1.18 1.34 0.12
H -1.80 1.27 2.54 0.10
H -0.74 3.14 1.64 0.11
H -2.47 3.52 1.52 0.13
H 0.44 1.99 -2.43 0.13
H -1.27 2.12 -2.85 0.13
N -1.12 -3.33 -0.01 0.21
C -1.89 -2.24 0.00 -0.62
N -2.91 -2.17 -0.88 0.20
O -1.71 -1.34 0.86 -0.08
H -1.14 -3.98 -0.77 0.12
H -0.27 -3.26 0.53 0.06
H -2.84 -2.70 -1.74 0.12
H -3.33 -1.26 -1.00 0.12
C 2.63 -2.17 2.57 -0.38
S 2.29 -2.38 0.80 0.83
C 2.70 -0.79 0.18 -1.00
C 2.20 0.40 0.56 -1.05
S 0.86 0.67 1.66 0.72
S 2.92 1.80 -0.20 0.91
C 4.02 0.97 -1.24 -1.50
S 5.03 1.72 -2.29 0.56
S 3.96 -0.75 -1.03 0.92
H 2.90 -3.15 2.96 0.03
H 1.77 -1.77 3.09 0.01
H 3.48 -1.50 2.70 0.05
```

Results
2S+1: 2
Relative energy (zero: lowest compared OMol25 entry of this formula, charge and spin): 0.3341 eV
Gap between HOMO and LUMO (spin up / spin down): 6.57 / 7.55 eV